# C37H54FNO28S

A molecular structure, C37H54FNO28S (ωB97M-V/def2-TZVPD, OMol25).

Geometry (Å):
S1 4.427 -0.226 0.947
F1 -0.149 -3.263 -0.710
O1 3.690 4.204 7.177
O2 0.654 1.997 -8.605
O3 -3.631 -2.086 -2.065
O4 -0.590 1.514 -4.398
O5 1.555 6.164 0.492
O6 -3.317 -4.570 -4.507
O7 5.103 -3.683 -3.311
O8 -0.909 3.344 8.731
O9 -1.232 -3.858 -4.762
O10 2.662 3.156 5.512
O11 1.466 0.257 2.530
O12 -4.537 -2.644 2.952
O13 -2.125 5.075 9.396
O14 -0.278 5.421 8.157
O15 0.692 4.661 1.926
O16 4.861 -1.726 -2.296
O17 -5.375 -0.722 -2.007
O18 -1.868 0.428 -2.896
O19 2.797 4.451 1.257
O20 -5.542 -2.807 -1.156
O21 4.829 3.713 5.297
O22 -3.221 -3.570 4.521
O23 3.636 -3.490 -1.617
O24 -1.039 -0.631 -4.692
O25 1.960 3.715 -9.247
O26 0.185 4.102 -7.977
O27 -4.288 -4.849 3.023
O28 -2.445 -4.405 -6.575
N1 -0.601 -0.603 3.074
C1 -3.968 -3.675 3.600
C2 5.832 -2.742 -4.107
C3 2.288 4.208 7.518
C4 -2.760 -4.519 -3.187
C5 0.508 -0.423 2.217
C6 0.064 -4.818 1.091
C7 -3.252 -0.963 -2.880
C8 6.006 -1.580 -3.142
C9 3.206 0.481 -0.160
C10 2.189 -0.441 -0.835
C11 -5.318 -4.613 2.050
C12 -1.034 4.692 8.710
C13 0.908 5.340 -8.011
C14 1.750 3.114 6.617
C15 -1.143 -1.383 0.966
C16 0.758 -0.395 -0.319
C17 -4.919 -1.945 -1.695
C18 -4.258 0.086 -2.427
C19 -1.855 2.810 9.668
C20 -1.515 -1.555 2.412
C21 4.452 -3.013 -2.334
C22 2.629 3.489 2.318
C23 0.363 -1.222 0.919
C24 1.120 3.370 2.387
C25 -1.224 0.438 -3.901
C26 -1.554 -3.616 -3.382
C27 -2.338 -4.291 -5.397
C28 1.674 5.188 1.160
C29 0.910 3.158 -8.613
C30 -5.074 -3.153 1.711
C31 -0.417 -0.207 -5.916
C32 -2.902 3.913 9.715
C33 3.832 3.695 5.941
C34 0.727 -3.713 0.301
C35 0.255 1.084 -5.480
C36 1.212 -2.496 1.107
C37 1.808 5.141 -9.222
H1 -1.189 -0.045 -6.668
H2 1.473 5.440 -7.084
H3 -4.326 -3.048 0.930
H4 -3.671 3.789 8.953
H5 -1.596 -2.048 0.244
H6 0.271 -0.969 -6.268
H7 2.140 -0.106 -1.874
H8 6.904 -1.673 -2.531
H9 5.993 -0.604 -3.619
H10 3.817 0.960 -0.924
H11 5.228 -2.476 -4.975
H12 1.809 2.125 7.074
H13 1.873 5.185 7.284
H14 1.333 5.457 -10.151
H15 2.684 1.279 0.365
H16 -3.905 0.659 -1.569
H17 -5.963 -2.597 1.437
H18 -1.374 -2.545 2.846
H19 -0.597 -5.401 0.454
H20 -0.461 -4.462 1.976
H21 3.057 3.895 3.230
H22 2.165 4.006 8.576
H23 -1.794 -2.560 -3.258
H24 2.236 -2.275 0.820
H25 -1.499 -0.371 0.731
H26 2.561 -1.464 -0.874
H27 -2.480 -5.531 -2.888
H28 -1.353 2.670 10.626
H29 -0.224 -0.961 3.944
H30 -3.375 -1.239 -3.927
H31 -2.231 1.856 9.312
H32 1.244 -2.782 2.162
H33 3.134 2.560 2.072
H34 -2.214 -0.703 -2.699
H35 -3.370 4.035 10.686
H36 -2.572 -1.323 2.520
H37 2.779 5.616 -9.132
H38 0.217 6.171 -8.104
H39 6.767 -3.184 -4.440
H40 -5.175 -5.277 1.205
H41 -4.571 0.766 -3.213
H42 -0.715 -3.871 -2.747
H43 0.499 0.650 -0.130
H44 0.726 2.610 1.712
H45 0.750 3.181 3.389
H46 -6.297 -4.795 2.495
H47 1.259 0.919 -5.086
H48 0.734 3.294 6.278
H49 -3.492 -4.127 -2.486
H50 1.598 -4.142 -0.198
H51 0.842 -5.497 1.441
H52 0.117 -0.732 -1.135
H53 0.284 1.835 -6.260
H54 3.618 -0.660 1.906

**Net charge**: 0

# C37H55As3BN3O2SeZr

A molecular structure, C37H55As3BN3O2SeZr (ωB97M-V/def2-TZVPD, OMol25).

Geometry (Å):
Zr1 0.588 0.647 -0.284
Se1 1.959 0.163 2.049
As1 -4.311 -4.467 -2.723
As2 0.168 -1.063 -2.838
As3 -0.978 -1.610 0.561
O1 1.828 1.222 -1.782
O2 -1.044 1.326 -1.385
N1 1.134 2.856 0.322
N2 1.891 -1.147 -0.402
N3 -1.048 1.647 1.195
C1 -3.104 0.943 -2.489
C2 -2.341 1.116 -1.320
C3 2.487 3.688 7.167
C4 2.899 2.414 3.598
C5 2.038 3.594 -0.209
C6 -1.245 -2.400 -3.057
C7 -5.134 0.702 -1.189
C8 0.063 -2.952 1.501
C9 2.890 -1.731 -0.462
C10 2.666 2.166 -2.150
C11 -4.464 0.730 -2.417
C12 -2.367 -4.546 -2.367
C13 -0.097 -4.069 -1.565
C14 -4.616 -2.662 -3.414
C15 3.018 3.167 4.763
C16 4.478 4.159 -2.952
C17 -4.409 0.940 -0.043
C18 1.298 0.994 4.742
C19 1.711 -2.055 -3.493
C20 2.832 3.328 -1.385
C21 3.743 2.819 2.416
C22 -1.434 -3.400 -1.905
C23 2.309 2.867 5.917
C24 3.405 2.022 -3.330
C25 -3.024 1.136 -0.093
C26 -2.375 -1.469 1.901
C27 0.341 -0.165 4.782
C28 -5.024 -4.157 -0.919
C29 -0.491 2.550 2.185
C30 3.743 4.310 -1.800
C31 -2.317 1.648 1.062
C32 1.451 1.778 5.882
C33 0.416 3.512 1.440
C34 4.295 3.001 -3.717
C35 -2.041 -2.733 -0.660
C36 2.025 1.313 3.584
C37 -0.125 -0.091 -4.495
B1 4.215 -2.570 -0.515
H1 -1.273 3.114 2.702
H2 3.272 1.118 -3.910
H3 -0.224 -4.808 -0.772
H4 -2.550 -2.470 2.294
H5 0.788 -1.065 4.359
H6 -2.891 -2.107 -0.948
H7 4.865 2.866 -4.628
H8 4.809 -2.255 -1.526
H9 2.231 4.566 0.252
H10 4.830 -2.312 0.496
H11 -3.290 -1.085 1.457
H12 -2.163 -1.830 -3.210
H13 -1.090 0.402 -4.515
H14 3.853 -3.734 -0.544
H15 -4.112 -2.530 -4.371
H16 2.191 -2.648 -2.721
H17 -1.951 -4.964 -3.288
H18 0.274 -2.557 2.493
H19 4.788 2.544 2.576
H20 0.655 -3.353 -1.229
H21 -2.921 2.165 1.814
H22 -4.908 0.991 0.919
H23 -4.290 -1.891 -2.718
H24 -4.539 -4.833 -0.214
H25 -5.690 -2.559 -3.574
H26 5.180 4.919 -3.264
H27 3.423 2.329 1.501
H28 1.798 3.372 7.949
H29 -6.088 -4.388 -0.932
H30 1.392 -2.699 -4.313
H31 3.711 3.904 2.282
H32 -2.055 -0.815 2.708
H33 -4.886 -3.129 -0.586
H34 -0.535 -3.861 1.577
H35 3.700 4.013 4.764
H36 3.856 5.202 -1.193
H37 1.126 3.966 2.135
H38 0.652 0.667 -4.596
H39 -6.201 0.533 -1.145
H40 -2.424 -3.509 0.009
H41 -0.057 -0.795 -5.324
H42 -0.555 0.048 4.193
H43 -0.195 4.306 1.002
H44 0.307 -4.582 -2.441
H45 3.502 3.590 7.557
H46 2.440 -1.335 -3.865
H47 -5.024 0.589 -3.334
H48 0.068 1.990 2.912
H49 1.006 -3.154 1.006
H50 -2.310 -5.355 -1.630
H51 2.316 4.749 6.974
H52 -2.599 0.997 -3.441
H53 0.886 1.520 6.773
H54 0.031 -0.370 5.807
H55 -1.032 -2.936 -3.987

**Energy relative to the best compared isomer or geometry (same formula, charge and spin)**: 51.3 kJ/mol
**Net charge**: 0

# C37H55AsN2O8ReSSe

A molecular structure, C37H55AsN2O8ReSSe (ωB97M-V/def2-TZVPD, OMol25).

Geometry (Å):
Re1 -0.883 -1.015 -0.419
Se1 0.191 0.861 -1.609
As1 -4.062 -1.113 -1.481
S1 -4.565 -1.137 1.608
O1 -1.019 0.367 1.093
O2 -5.537 -0.519 2.458
O3 1.054 -1.471 0.202
O4 -4.073 -0.281 0.502
O5 -2.505 -0.425 -1.444
O6 -3.454 -1.763 2.335
O7 -5.113 -0.258 -2.328
O8 -3.371 -2.350 -2.860
N1 -1.887 -2.708 0.467
N2 -0.622 -2.538 -2.032
C1 -0.343 3.488 -0.606
C2 -4.959 -2.634 -0.579
C3 -1.276 3.947 1.526
C4 -5.301 -2.507 0.745
C5 -0.914 1.639 0.916
C6 -0.644 1.269 3.886
C7 0.475 6.428 -0.334
C8 1.993 0.239 -1.141
C9 5.852 -0.506 -3.550
C10 -1.682 6.754 0.866
C11 -6.611 -4.494 0.646
C12 -3.041 1.392 3.142
C13 6.689 1.012 -1.733
C14 2.115 -0.901 -0.306
C15 -0.937 -4.640 -0.720
C16 4.172 -3.783 -0.174
C17 -1.709 5.940 -1.478
C18 -0.945 5.874 -0.147
C19 5.485 0.656 -2.615
C20 -1.278 2.615 1.895
C21 5.142 1.873 -3.476
C22 -1.961 3.343 4.232
C23 -1.209 -3.985 0.637
C24 4.955 -2.264 1.668
C25 -0.861 4.421 0.282
C26 3.776 -2.618 0.748
C27 -0.028 -3.824 -1.640
C28 -5.476 -3.686 -1.321
C29 -6.114 -3.427 1.376
C30 4.314 0.217 -1.752
C31 -1.729 2.169 3.275
C32 2.632 -3.085 1.649
C33 4.456 -0.855 -0.873
C34 -6.292 -4.617 -0.700
C35 3.429 -1.414 -0.131
C36 3.052 0.779 -1.850
C37 -0.374 2.150 -0.288
H1 3.360 -4.020 -0.859
H2 -2.308 -2.361 1.369
H3 6.016 2.168 -4.053
H4 -2.704 -2.855 -0.143
H5 6.427 1.811 -1.044
H6 0.431 7.461 -0.674
H7 -1.569 -2.664 -2.441
H8 -1.171 5.438 -2.278
H9 2.848 1.615 -2.502
H10 4.999 -0.774 -4.171
H11 5.844 -1.984 1.112
H12 -1.821 -4.665 1.244
H13 5.206 -3.123 2.287
H14 -1.739 7.771 0.482
H15 -1.159 6.785 1.819
H16 -1.889 -4.816 -1.230
H17 7.024 0.157 -1.154
H18 -0.945 0.965 4.886
H19 -3.656 -1.946 -3.680
H20 4.394 -4.668 0.419
H21 1.031 5.849 -1.067
H22 5.049 -3.539 -0.766
H23 -2.212 2.949 5.214
H24 -5.242 -3.755 -2.375
H25 -6.359 -3.272 2.415
H26 -0.471 -5.612 -0.555
H27 0.081 3.784 -1.554
H28 -0.499 0.375 3.286
H29 4.343 1.644 -4.176
H30 0.915 -3.611 -1.126
H31 6.675 -0.218 -4.201
H32 -3.821 2.009 2.703
H33 2.243 -2.263 2.242
H34 0.191 -4.427 -2.530
H35 5.433 -1.303 -0.785
H36 -1.633 4.663 2.243
H37 0.303 1.806 3.954
H38 -3.385 1.052 4.116
H39 -1.064 3.953 4.328
H40 2.995 -3.859 2.324
H41 -0.047 -2.129 -2.769
H42 -2.795 3.964 3.914
H43 -7.258 -5.216 1.121
H44 -1.860 6.978 -1.770
H45 -6.689 -5.443 -1.271
H46 4.844 2.716 -2.859
H47 4.684 -1.438 2.322
H48 -2.682 5.464 -1.375
H49 -0.277 -3.798 1.176
H50 6.153 -1.386 -2.988
H51 -2.902 0.519 2.513
H52 -2.696 6.392 1.021
H53 1.019 6.398 0.608
H54 1.821 -3.501 1.060
H55 7.518 1.345 -2.353

**2S+1**: 2
**Energy relative to the best compared isomer or geometry (same formula, charge and spin)**: 161.6 kJ/mol
**Net charge**: 0

# C37H55F6MgNO3S2Si2Te

A molecular structure, C37H55F6MgNO3S2Si2Te (ωB97M-V/def2-TZVPD, OMol25).

Geometry (Å):
Te1 -1.567 -2.137 -0.128
S1 1.506 2.459 -1.252
S2 -2.129 1.888 0.922
Si1 -3.239 -2.613 -2.941
Si2 -3.714 -2.560 2.561
Mg1 0.769 -0.310 0.023
F1 -0.478 -4.135 2.392
F2 1.449 -4.979 2.809
F3 3.075 -2.627 0.651
F4 0.961 -4.422 0.780
F5 3.537 -3.625 2.510
F6 3.435 -1.468 2.448
O1 -1.329 1.003 0.009
O2 0.673 -1.674 1.545
O3 1.086 2.092 0.135
N1 2.580 -1.842 -3.604
C1 -4.871 -2.453 -3.886
C2 -4.309 -3.968 1.450
C3 -1.863 -1.872 -4.006
C4 3.567 0.382 0.370
C5 1.205 -2.343 3.822
C6 -1.327 3.638 2.935
C7 3.259 6.059 -1.959
C8 -0.562 4.009 4.031
C9 -2.925 -4.448 -2.626
C10 -5.165 -1.463 3.097
C11 3.011 5.818 0.423
C12 1.885 -2.750 -2.707
C13 5.422 0.795 -1.094
C14 2.859 -2.589 1.970
C15 -1.099 4.345 -0.225
C16 4.875 0.809 0.180
C17 2.750 -0.069 -0.676
C18 3.935 -2.299 -3.850
C19 3.412 6.566 -0.676
C20 2.684 4.812 -2.149
C21 -2.937 -3.278 4.131
C22 -1.129 2.398 2.344
C23 -2.343 3.504 0.053
C24 -0.672 4.302 -1.697
C25 -2.532 -1.396 1.643
C26 -3.329 -1.670 -1.311
C27 3.322 -0.046 -1.956
C28 1.345 -2.599 2.316
C29 -0.031 2.991 -2.124
C30 2.507 -0.442 -3.174
C31 2.254 4.087 -1.046
C32 0.378 3.134 4.552
C33 2.434 4.570 0.238
C34 4.637 0.373 -2.155
C35 0.832 -4.046 2.064
C36 -0.236 1.498 2.903
C37 0.528 1.871 3.995
H1 -0.701 4.985 4.478
H2 -5.706 -2.861 -3.314
H3 -5.910 -2.032 3.657
H4 -2.359 -4.178 3.917
H5 3.142 6.206 1.424
H6 0.873 -2.383 -2.527
H7 2.822 0.167 -4.029
H8 1.616 -1.362 4.053
H9 -3.390 -0.592 -1.477
H10 -3.079 4.031 0.660
H11 2.385 -2.875 -1.737
H12 1.814 -3.727 -3.190
H13 5.461 1.160 1.023
H14 -0.274 4.001 0.393
H15 -3.729 -4.878 -2.024
H16 -1.546 4.480 -2.333
H17 -5.118 -3.652 0.788
H18 3.165 0.432 1.380
H19 -2.836 3.211 -0.877
H20 2.127 3.959 1.078
H21 3.587 6.637 -2.813
H22 -0.121 0.505 2.493
H23 -1.731 -1.055 2.299
H24 -3.101 -0.530 1.319
H25 -1.504 -2.580 -4.755
H26 5.047 0.391 -3.160
H27 -2.060 4.330 2.539
H28 1.243 1.175 4.414
H29 0.022 5.123 -1.879
H30 -4.670 -4.812 2.040
H31 -3.714 -3.548 4.849
H32 1.450 -0.228 -2.976
H33 2.570 4.404 -3.147
H34 0.146 -2.352 4.076
H35 0.990 3.430 5.394
H36 -5.666 -1.013 2.238
H37 6.443 1.115 -1.262
H38 4.559 -2.313 -2.945
H39 -3.482 -4.316 0.826
H40 1.730 -3.103 4.399
H41 -2.873 -5.008 -3.562
H42 -5.101 -1.411 -4.118
H43 0.244 3.013 -3.181
H44 -4.816 -0.651 3.740
H45 -4.816 -3.000 -4.830
H46 -2.213 -0.982 -4.533
H47 -2.278 -2.555 4.616
H48 -4.207 -1.968 -0.734
H49 4.410 -1.652 -4.591
H50 -1.291 5.384 0.050
H51 3.860 7.541 -0.531
H52 -1.010 -1.579 -3.390
H53 3.895 -3.311 -4.255
H54 -1.989 -4.601 -2.086
H55 -0.698 2.146 -1.946

**Energy relative to the best compared isomer or geometry (same formula, charge and spin)**: 164.0 kJ/mol
**Net charge**: 0

Here are the calculated max |F| numbers, same order: 10.76, 0.86, 3.63, 1.27 (eV/Å).
Here are the calculated E_tot numbers, same order: -4101.79831, -10938.43655, -7268.05084, -4166.09777 (Ha).